[1]
Entry from the OMol25 dataset: a structure of composition C65H68GeN3O2SeV at a distorted geometry (ωB97M-V with the def2-TZVPD basis set).

XYZ file:
```
141
Properties=species:S:1:pos:R:3
V 1.1154 -0.0232 -0.8287
C -4.5170 -5.4080 -2.4626
C -4.3279 -4.6439 -1.1460
C -4.3305 -5.6481 0.0152
C -5.5207 -3.7056 -0.9650
C -3.0035 -3.8788 -1.1676
C -2.9066 -2.5098 -0.9697
C -1.6724 -1.8783 -0.9707
Se -1.5686 -0.0200 -0.4993
C -1.5354 -0.2556 1.3885
C -2.6948 -0.1450 2.1275
C -2.6784 -0.3458 3.5040
C -1.4350 -0.6583 4.0635
C -0.2421 -0.7820 3.3589
C -0.2635 -0.5968 1.9405
O 0.7764 -0.7033 1.2062
C 1.0386 -1.0596 4.1752
C 1.2967 0.1376 5.1026
C 2.3194 -1.2661 3.3517
C 0.8377 -2.3260 5.0222
C -3.9725 -0.2475 4.3112
C -4.9270 -1.3790 3.9029
C -4.6643 1.0969 4.0414
C -3.7185 -0.3543 5.8135
C -0.4519 -2.5629 -1.1766
O 0.6793 -1.9206 -1.2113
C -0.5375 -3.9729 -1.3588
C -1.7976 -4.5598 -1.3471
C 0.6692 -4.9202 -1.5249
C 0.6832 -5.9111 -0.3491
C 0.5222 -5.7042 -2.8387
C 2.0414 -4.2361 -1.5584
H -5.4569 -5.9716 -2.4492
H -3.7010 -6.1136 -2.6355
H -4.5397 -4.7144 -3.3075
H -5.2693 -6.2139 0.0375
H -4.2147 -5.1281 0.9694
H -3.5060 -6.3594 -0.0765
H -6.4484 -4.2864 -0.9755
H -5.5740 -2.9652 -1.7676
H -5.4712 -3.1693 -0.0139
H -3.7883 -1.9054 -0.7941
H -3.6185 0.1003 1.6102
H -1.3819 -0.7953 5.1373
H 1.4885 1.0320 4.5065
H 2.1776 -0.0529 5.7266
H 0.4433 0.3333 5.7598
H 2.5974 -0.3753 2.7902
H 2.2240 -2.0811 2.6340
H 3.1260 -1.5034 4.0570
H 0.0010 -2.2408 5.7212
H 1.7432 -2.5242 5.6059
H 0.6495 -3.1889 4.3767
H -5.1491 -1.3317 2.8337
H -5.8738 -1.3174 4.4534
H -4.4702 -2.3518 4.1023
H -4.9585 1.1923 2.9932
H -3.9923 1.9275 4.2731
H -5.5683 1.1952 4.6538
H -3.2904 -1.3235 6.0807
H -4.6640 -0.2434 6.3538
H -3.0337 0.4238 6.1607
H -1.8452 -5.6380 -1.4793
H -0.2214 -6.5246 -0.3156
H 0.7587 -5.3731 0.5988
H 1.5467 -6.5797 -0.4357
H -0.4033 -6.2841 -2.8767
H 1.3625 -6.3976 -2.9537
H 0.5264 -5.0191 -3.6907
H 2.2463 -3.6674 -0.6539
H 2.1410 -3.5454 -2.3944
H 2.7968 -5.0249 -1.6659
C -0.1175 -0.0884 -5.0263
C -0.0704 0.2636 -3.6626
N 0.9622 -0.0066 -2.9079
C 2.0484 -0.6354 -3.4477
C 2.0894 -1.0169 -4.8031
C 0.9472 -0.7288 -5.5796
C 3.2562 -1.6497 -5.3110
C 4.3128 -1.8407 -4.4636
C 4.3149 -1.4338 -3.1151
C 3.1984 -0.8120 -2.5503
N 3.0125 -0.3164 -1.3160
C 3.9753 0.2837 -0.4653
C 5.3564 0.0625 -0.4569
C 6.1363 0.7865 0.4510
C 5.5874 1.6789 1.3455
C 4.1886 1.9250 1.3825
C 3.5433 2.7621 2.3351
C 2.1267 2.7154 2.3648
C 1.3569 2.0868 1.4524
N 1.9812 1.4976 0.2649
C 3.4264 1.2387 0.4084
H -0.9993 0.1546 -5.6048
H -0.8936 0.7801 -3.1865
H 0.9343 -1.0229 -6.6246
H 3.2922 -1.9687 -6.3452
H 5.2018 -2.3342 -4.8441
H 5.1751 -1.6496 -2.5071
H 5.8261 -0.6420 -1.1202
H 7.2102 0.6219 0.4585
H 6.2212 2.2030 2.0545
H 4.1149 3.2691 3.1022
H 1.5911 3.1668 3.1990
H 0.2998 1.9114 1.5714
C 1.4842 2.0021 -1.0332
Ge 0.7036 3.7718 -0.9828
C 2.1871 5.0410 -0.7729
C 2.9586 5.3685 -1.8941
C 4.1325 6.1032 -1.7712
C 4.5680 6.5117 -0.5151
C 3.8275 6.1792 0.6084
C 2.6483 5.4499 0.4794
C -0.7138 4.2725 0.2683
C -0.6892 5.4781 0.9719
C -1.7041 5.8107 1.8683
C -2.7667 4.9426 2.0752
C -2.8203 3.7483 1.3658
C -1.8095 3.4285 0.4661
C -0.0555 4.1353 -2.7626
C -1.0966 5.0531 -2.9382
C -1.5995 5.3370 -4.2056
C -1.0685 4.7095 -5.3268
C -0.0306 3.7995 -5.1751
C 0.4661 3.5222 -3.9049
H 2.3278 2.1317 -1.7229
H 2.6443 5.0488 -2.8834
H 4.7180 6.3405 -2.6529
H 5.4959 7.0633 -0.4119
H 4.1829 6.4505 1.5957
H 2.1254 5.1485 1.3777
H 0.1315 6.1703 0.8290
H -1.6553 6.7479 2.4120
H -3.5471 5.1921 2.7855
H -3.6387 3.0548 1.5224
H -1.8759 2.4952 -0.0752
H -1.5335 5.5453 -2.0750
H -2.4113 6.0473 -4.3180
H -1.4632 4.9253 -6.3133
H 0.3930 3.3000 -6.0395
H 1.2756 2.8071 -3.8045
```

The spin multiplicity is 3. For the orbital gap (alpha / beta), the calculation gives 3.913 / 3.910 eV. The value obtained for the maximum force is 0.0499 Eh/bohr. Its HOMO energy (alpha / beta) is -0.1 / -0.1 eV. The energy comes out at -224627.8301 eV. For the relative energy (zero: lowest compared OMol25 entry of this formula, charge and spin), the calculation gives 17.4 kcal per mole. The total charge is -2.

=====

[2]
Entry from the OMol25 dataset: the molecule C23H26N4O2 (ωB97M-V with the def2-TZVPD basis set).

XYZ file:
```
55
Properties=species:S:1:pos:R:3
C -1.5810 -2.9215 1.2855
C -2.4176 -2.0097 0.4542
N -3.7317 -2.1142 0.5051
N -4.2258 -1.2215 -0.3558
C -5.6480 -1.0696 -0.5057
C -6.1345 0.2359 0.0744
C -5.7393 0.6087 1.3533
C -6.1708 1.8045 1.8971
C -7.0055 2.6370 1.1698
C -7.4050 2.2695 -0.1034
C -6.9680 1.0753 -0.6505
C -3.2553 -0.5311 -0.9822
C -3.5381 0.5229 -1.9829
C -2.0445 -1.0059 -0.4796
C -0.7206 -0.5512 -0.9344
O -0.5551 0.0051 -2.0071
N 0.2827 -0.8067 -0.0447
C 1.6563 -0.5831 -0.1745
C 2.2402 -0.0191 -1.3049
C 3.6063 0.1517 -1.3711
C 4.4471 -0.2151 -0.3137
N 5.8181 -0.0682 -0.4477
C 6.7417 -0.6304 0.5041
C 7.0708 0.3808 1.6185
O 7.0174 1.7085 1.1318
C 7.3957 1.7971 -0.2203
C 6.3611 1.0952 -1.1247
C 3.8498 -0.7787 0.8167
C 2.4836 -0.9616 0.8792
H -2.2110 -3.7332 1.6412
H -0.7593 -3.3378 0.7048
H -1.1786 -2.4058 2.1597
H -6.1009 -1.9103 0.0286
H -5.9146 -1.1367 -1.5654
H -5.0904 -0.0451 1.9179
H -5.8572 2.0874 2.8910
H -7.3433 3.5705 1.5945
H -8.0548 2.9157 -0.6749
H -7.2782 0.7939 -1.6469
H -4.0833 1.3499 -1.5270
H -2.5969 0.8830 -2.3881
H -4.1428 0.1238 -2.7971
H 0.0111 -1.2157 0.8361
H 1.6172 0.2716 -2.1337
H 4.0307 0.5603 -2.2750
H 7.6572 -0.8850 -0.0440
H 6.3407 -1.5528 0.9213
H 6.3371 0.3370 2.4269
H 8.0698 0.1717 2.0331
H 7.4395 2.8626 -0.4513
H 8.3983 1.3677 -0.3646
H 6.8379 0.8030 -2.0712
H 5.5485 1.7905 -1.3401
H 4.4430 -1.0712 1.6689
H 2.0505 -1.3998 1.7689
```

The spin multiplicity is 1. For the orbital gap, the calculation gives 7.963 eV. Its structure (SMILES) is Cc1nn(Cc2ccccc2)c(C)c1C(=O)Nc1ccc(N2CCOCC2)cc1. The value obtained for the maximum force is 0.0178 Eh/bohr. Its HOMO energy is -7.2 eV. The energy comes out at -34328.5448 eV. For the relative energy (zero: lowest compared OMol25 entry of this formula, charge and spin), the calculation gives 51.9 kcal per mole. The total charge is 0.

=====

[3]
Entry from the OMol25 dataset: a cluster of 2 separate species, C27H24NO3 in total at a distorted geometry (ωB97M-V with the def2-TZVPD basis set).

XYZ file:
```
55
Properties=species:S:1:pos:R:3
O -3.9088 -0.5455 -0.8171
C -4.0741 -0.4645 0.4260
O -4.2683 -1.2951 1.3412
C -3.8986 0.9730 0.9950
C -4.6147 1.1937 2.3431
C -3.5406 0.9643 3.3494
C -2.2977 0.8385 2.6971
C -1.1633 0.4180 3.3948
C -1.2556 0.2992 4.7867
C -2.4844 0.4508 5.4413
C -3.6455 0.7431 4.7170
N -2.4722 0.9238 1.3244
C -1.5614 0.7120 0.3416
C -0.1781 0.6600 0.4825
C 0.6284 -0.3279 -0.1255
C 2.0214 -0.4465 0.3098
C 2.7204 -1.6544 0.0872
C 3.9429 -1.8993 0.7167
C 4.4799 -0.9492 1.6018
C 3.8346 0.2834 1.7752
C 2.6544 0.5578 1.0806
H -4.1063 1.7198 0.2228
H -5.0151 2.2166 2.3810
H -5.4530 0.4961 2.4617
H -0.2649 0.1609 2.8340
H -0.3564 0.0709 5.3546
H -2.5389 0.3205 6.5215
H -4.6278 0.7992 5.1861
H -2.0219 0.6222 -0.6404
H 0.2582 1.4366 1.1240
H 0.1175 -1.2972 -0.3278
H 2.2650 -2.4185 -0.5482
H 4.4690 -2.8442 0.5305
H 5.4012 -1.1696 2.1456
H 4.2506 1.0296 2.4567
H 2.1991 1.5411 1.1960
C -1.9453 0.2569 -3.1123
C -0.5225 0.6475 -2.7706
C 0.4205 -0.4158 -2.4200
C 1.6715 -0.4420 -3.1424
C 2.2928 0.7453 -3.6110
C 3.4605 0.6862 -4.3613
C 4.0672 -0.5459 -4.6366
C 3.4821 -1.7290 -4.1572
C 2.2970 -1.6868 -3.4310
O -0.1953 1.8537 -2.7419
H -2.3858 -0.4356 -2.3800
H -2.5569 1.1627 -3.1362
H -1.9911 -0.2229 -4.1054
H -0.0173 -1.4093 -2.2783
H 1.8019 1.6995 -3.4309
H 3.8939 1.6109 -4.7429
H 4.9894 -0.5854 -5.2168
H 3.9468 -2.6961 -4.3676
H 1.7954 -2.6129 -3.1249
```

The spin multiplicity is 1. For the orbital gap, the calculation gives 5.694 eV. The value obtained for the maximum force is 0.0467 Eh/bohr. Its HOMO energy is -3.7 eV. The energy comes out at -36020.4551 eV. For the relative energy (zero: lowest compared OMol25 entry of this formula, charge and spin), the calculation gives 31.2 kcal per mole. The total charge is -1.